Computed, not measured: a 2-piece molecular cluster, C9H14F5NO7P overall in a non-equilibrium geometry, with wB97M-V/def2-TZVPD.

Values from the calculation:
**Maximum force**: 5.89 eV Å⁻¹
**E_HOMO**: -4.601 eV
**Total charge**: -1
**2S+1**: 1

Structure (XYZ):
```
37
C9H14F5NO7P, DFT wB97M-V/def2-TZVPD
C -0.12508 2.26917 -1.79536
C 0.00300 0.76506 -2.40157
F -0.46229 0.68587 -3.77822
C -0.59306 -0.38854 -1.44755
F 0.31590 -0.46915 -0.29833
N -1.93008 -0.11283 -0.87925
C -2.88761 0.40200 -1.88352
P -4.70863 0.07877 -1.46424
O -4.98970 -0.19419 0.01251
O -5.21317 -1.22097 -2.47847
O -5.55916 1.48167 -2.02154
C -0.46546 -1.81227 -2.19331
O 0.72237 -2.30342 -2.24965
O -1.52908 -2.50507 -2.71220
H -0.12762 2.22866 -0.65614
H -0.99715 2.83866 -2.25784
H 0.83746 2.82462 -2.11543
H 1.13966 0.56698 -2.46453
H -1.88311 0.46723 -0.03176
H -2.71700 -0.04797 -2.93345
H -2.77126 1.55720 -1.89034
H -4.84053 -1.09868 -3.38401
H -4.88335 2.10358 -2.39481
C 3.38168 -2.15222 4.45444
C 3.32781 -1.98414 2.94768
O 2.63674 -0.77761 2.59247
C 3.35150 0.36017 2.68387
O 4.50104 0.41412 3.04222
C 2.51295 1.55231 2.23333
F 1.27441 1.54496 2.76965
F 2.34873 1.57050 0.89641
F 3.06108 2.73594 2.56885
H 2.37700 -2.10830 4.88093
H 3.83955 -3.10765 4.71908
H 3.96159 -1.35224 4.92079
H 2.76459 -2.80880 2.50667
H 4.32627 -2.00347 2.50264
```